1.
5 unconnected molecules or ions with the total composition C21H36N4O5S at a distorted geometry. Source: OMol25; level of theory: ωB97M-V/def2-TZVPD.

Positions of all 67 atoms, in Å:
1 C -1.07 3.73 1.87
2 O -3.81 -3.03 -0.36
3 C -4.59 -0.02 0.45
4 H 8.53 -4.51 1.45
5 H -0.63 2.39 -2.53
6 C -5.25 -1.15 1.39
7 H -4.97 -1.63 -1.38
8 H -6.38 -0.99 1.34
9 C 1.15 0.06 -0.86
10 C 5.72 -1.69 -1.34
11 H 0.99 1.69 -2.99
12 C 1.42 -1.49 -0.50
13 H -2.40 -1.21 -2.90
14 H -2.63 4.47 0.64
15 C 7.07 -1.15 -1.23
16 H -5.33 0.25 -0.38
17 C -3.14 -2.02 -2.62
18 H 0.52 -3.19 0.62
19 H -1.99 8.61 4.70
20 H -0.57 0.95 -3.71
21 C -0.24 0.31 -1.60
22 H -1.34 1.93 -0.57
23 H -1.28 -3.48 -2.94
24 N 4.66 -2.12 -1.44
25 H -4.34 0.95 0.98
26 H -3.72 8.29 4.69
27 C 2.58 -1.47 0.62
28 H 2.05 0.39 -1.49
29 H -0.65 -2.50 -0.59
30 C 0.16 -2.21 0.17
31 O -6.19 -3.58 0.41
32 H 7.16 -0.47 -0.37
33 H -0.34 -1.57 0.96
34 N -0.40 2.87 2.26
35 H -1.15 0.45 0.45
36 H -4.91 -0.92 2.46
37 H -2.64 -1.07 0.49
38 H -3.09 9.78 3.98
39 O -2.73 0.46 -1.04
40 H 7.36 -0.58 -2.12
41 O -4.41 -3.65 2.06
42 C -1.92 4.82 1.39
43 C -2.77 8.04 2.81
44 H 10.25 -4.68 1.78
45 C 9.52 -4.57 0.98
46 H 9.54 -5.48 0.38
47 O -3.10 -4.44 -2.88
48 H 7.82 -1.94 -1.10
49 H 1.25 0.63 0.12
50 H -2.49 5.27 2.19
51 C 9.80 -3.39 0.16
52 H 3.44 -0.90 0.15
53 H -1.33 5.61 0.92
54 S -4.93 -2.89 0.86
55 C -0.10 1.42 -2.77
56 H 2.86 -2.51 0.96
57 H -0.50 -0.68 -2.12
58 C -1.40 0.79 -0.60
59 H -3.97 -1.98 -3.41
60 H 2.19 -0.81 1.47
61 C -3.30 -0.63 -0.32
62 C -3.85 -1.83 -1.21
63 C -2.90 8.71 4.10
64 N -2.66 7.51 1.79
65 C -2.42 -3.42 -2.82
66 H 1.77 -2.09 -1.40
67 N 10.02 -2.46 -0.48

Calculated values
- SMILES: CC(C)C[C@H](C)CO[C@H]1CCS(=O)(=O)O[C@@H]1CC=O.CC#N.CC#N.CC#N.CC#N
- Highest occupied orbital energy: -9.8 eV
- Spin multiplicity: 1

=====

2.
2 unconnected molecules or ions with the total composition C21H36NO3. Source: OMol25; level of theory: ωB97M-V/def2-TZVPD.

Positions of all 61 atoms, in Å:
1 H 7.26 -0.71 -0.20
2 H 1.28 -0.86 0.39
3 C 3.78 -0.63 -0.03
4 H -2.59 -0.66 2.84
5 H -4.50 1.54 -1.01
6 H -5.11 0.14 -0.14
7 H 6.02 -4.78 -2.10
8 H 3.05 -0.09 0.57
9 O 4.28 -2.86 -2.68
10 H -0.44 1.42 -0.65
11 C 6.25 -0.98 -0.47
12 H -2.17 3.02 -2.63
13 H 2.12 -3.26 -0.96
14 C -0.60 2.10 -1.49
15 H 6.71 -4.46 -0.50
16 C -2.76 2.44 0.77
17 H -3.77 3.45 -0.86
18 H 0.66 -3.04 0.93
19 C 3.46 -1.62 -0.86
20 H -0.14 -0.15 3.05
21 H -0.15 1.63 -2.36
22 N -3.66 1.21 0.93
23 C -5.94 2.02 0.60
24 H -2.60 1.46 -1.98
25 H 1.92 -2.09 -2.21
26 H -0.05 3.02 -1.28
27 C 0.92 -1.59 -0.35
28 H -3.64 1.52 3.04
29 O 0.12 -2.57 0.29
30 C 5.98 -1.98 -1.31
31 C -2.83 -0.06 0.79
32 C -5.46 2.29 2.05
33 C -4.82 1.18 -0.04
34 C -2.76 3.14 -0.59
35 H -2.23 0.08 -0.12
36 H -1.76 2.11 1.00
37 H -6.12 2.94 0.06
38 C 5.18 -0.15 0.11
39 C 2.09 -2.18 -1.14
40 C -0.78 0.40 2.37
41 O 5.40 0.90 0.67
42 C -2.08 2.39 -1.74
43 C -1.97 -0.47 1.97
44 H 7.76 -4.88 -1.85
45 H 0.24 -1.07 -1.02
46 H -6.25 2.17 2.78
47 H 6.94 -2.74 -3.03
48 C 7.02 -2.85 -1.95
49 H -1.58 -1.45 1.66
50 H -0.17 0.68 1.50
51 H -5.08 3.30 2.15
52 C 6.86 -4.33 -1.58
53 H -2.21 4.07 -0.42
54 H -4.75 0.27 2.45
55 H -1.07 1.32 2.88
56 H 8.00 -2.49 -1.65
57 C -4.36 1.27 2.26
58 H -3.06 3.15 1.54
59 C 4.56 -2.22 -1.69
60 H -6.86 1.45 0.60
61 H -3.54 -0.86 0.59

Calculated values
- Net charge: +1
- Relative energy (zero: lowest compared OMol25 entry of this formula, charge and spin): 0.000 eV
- Highest occupied orbital energy: -11.7 eV
- Spin multiplicity: 1

=====

3.
A molecular structure, C21H36P2PdS at a distorted geometry. Source: OMol25; level of theory: ωB97M-V/def2-TZVPD.

Positions of all 61 atoms, in Å:
1 P -1.20 -1.45 -1.89
2 C -2.96 -1.94 -1.68
3 H 2.99 2.29 -2.68
4 H 3.04 0.10 -2.56
5 H 2.97 -0.13 1.30
6 S -2.11 -1.98 2.21
7 H 4.05 -1.64 -0.24
8 H -0.90 3.92 -1.16
9 H 1.80 -2.41 -1.64
10 H 1.05 0.38 -3.63
11 H -0.33 0.37 -0.76
12 H -2.06 0.97 2.78
13 C -0.30 -1.47 5.76
14 C 0.12 0.91 -3.37
15 C 1.15 -1.02 0.00
16 H -1.11 -0.70 7.62
17 C -1.81 -1.52 3.84
18 H 0.43 -1.82 0.31
19 C -1.31 -0.93 6.56
20 H -3.78 1.46 2.30
21 P 0.57 2.18 -2.14
22 H -3.54 -1.02 -1.47
23 H 2.38 3.91 -2.23
24 C 2.91 -0.51 -1.66
25 H -2.39 1.59 1.10
26 H -1.74 2.95 -2.40
27 C 2.13 2.99 -2.78
28 C -2.55 -0.68 5.99
29 H -0.83 -3.81 -2.70
30 C -1.08 -0.08 -3.17
31 H -0.09 1.52 -4.27
32 C -2.81 -0.96 4.65
33 C 4.02 -0.60 -0.62
34 C 0.50 0.41 0.00
35 H 5.07 -0.47 -0.95
36 H -3.34 -0.24 6.60
37 H 1.90 -1.04 0.81
38 H 0.33 -1.95 3.74
39 H 4.43 0.70 1.12
40 Pd -3.10 -0.51 0.83
41 H 0.31 -2.70 -3.47
42 C -0.78 3.44 -2.15
43 H 1.16 2.54 0.20
44 H -3.34 -2.51 -2.55
45 C 2.87 1.52 -0.07
46 C -0.50 -1.69 4.40
47 C -2.81 1.07 1.98
48 C 1.47 1.62 -0.35
49 H -2.96 -2.57 -0.77
50 H -0.62 4.22 -2.91
51 H -3.76 -0.67 4.18
52 H 2.08 3.27 -3.85
53 H 0.02 0.56 1.00
54 H 0.67 -1.70 6.20
55 C 1.94 -1.37 -1.31
56 C -0.73 -2.80 -3.12
57 H -2.01 0.50 -3.03
58 H -1.19 -0.58 -4.15
59 H 3.50 2.40 -0.26
60 C 3.58 0.36 0.53
61 H -1.39 -2.72 -4.00

Calculated values
- ⟨S²⟩: 2.127
- Relative energy (zero: lowest compared OMol25 entry of this formula, charge and spin): 6.780 eV
- Highest occupied orbital energy (spin up / spin down): -4.3 / -5.6 eV
- Spin multiplicity: 3

=====

4.
A molecular structure, C21H37As3O10PRuS2 at a distorted geometry. Source: OMol25; level of theory: ωB97M-V/def2-TZVPD.

Positions of all 75 atoms, in Å:
1 O -0.34 -2.72 -1.78
2 H 5.60 -0.96 4.53
3 H 5.40 -2.02 3.13
4 O -2.79 -1.14 2.40
5 O -4.73 0.02 2.22
6 H -0.97 -1.01 4.58
7 C -3.57 -1.67 -3.00
8 C -3.96 0.09 -0.77
9 As -1.50 -1.24 0.93
10 H -5.73 -1.21 3.46
11 C 5.13 0.06 -2.93
12 O -6.03 1.34 -0.47
13 C -1.18 1.82 -1.44
14 H 5.56 2.31 -1.46
15 H -1.60 -3.63 1.38
16 H 6.16 0.44 -2.84
17 H 5.19 1.22 -0.25
18 H -0.52 0.18 5.88
19 O -0.19 -1.86 -3.94
20 C 4.76 1.94 -0.88
21 C -5.47 0.18 -0.73
22 C -5.06 -0.35 3.59
23 S 2.28 -1.72 0.58
24 H 2.73 1.94 -4.31
25 H 4.88 -0.19 -3.95
26 O 3.56 -0.20 2.96
27 H -1.96 -3.37 -0.36
28 O 1.24 -0.88 3.21
29 C -0.39 -0.16 4.87
30 H -4.59 2.69 0.09
31 C -3.67 -0.48 1.72
32 C 0.48 3.53 -0.76
33 H -2.91 -1.96 -3.86
34 C 4.98 0.02 2.82
35 H 4.20 2.71 -0.32
36 C 3.32 2.40 -3.51
37 C -5.29 2.46 -0.70
38 H -4.64 -1.64 -3.24
39 O -6.10 -0.83 -0.81
40 As 3.68 1.08 -2.19
41 H 1.52 -1.08 5.21
42 H -0.49 3.93 -0.29
43 C 5.78 -1.04 3.45
44 O 0.10 2.22 -1.28
45 H 1.35 3.32 -0.15
46 H 2.72 3.17 -2.97
47 H -6.08 3.18 -0.58
48 H -0.85 -4.00 -4.14
49 H 5.18 1.00 3.33
50 H -0.76 0.70 4.22
51 H 6.83 -1.10 3.20
52 H 5.15 0.15 1.73
53 Ru 1.51 -0.05 -0.95
54 H -1.08 -2.86 -5.57
55 C -0.34 -1.85 -2.67
56 H 4.18 2.83 -3.92
57 H -3.44 -2.42 -2.21
58 C -3.23 -0.32 0.29
59 C 1.09 -0.33 4.61
60 C -0.23 -0.41 -2.20
61 H 0.63 -3.40 -4.95
62 S 1.78 1.38 1.32
63 P 2.26 -0.43 2.14
64 H 0.74 4.23 -1.59
65 C -1.30 0.43 -1.97
66 H -3.17 -2.96 0.96
67 H -4.19 -0.62 4.18
68 As -3.23 0.20 -2.53
69 O -2.11 2.54 -1.22
70 H 5.08 -0.91 -2.42
71 H -4.91 2.40 -1.73
72 H 1.61 0.63 4.74
73 H -5.58 0.48 4.07
74 C -0.40 -3.14 -4.68
75 C -2.08 -3.03 0.69

Calculated values
- ⟨S²⟩: 8.767
- Net charge: +2
- Highest occupied orbital energy (spin up / spin down): -13.5 / -13.9 eV
- Spin multiplicity: 6

=====

5.
7 unconnected molecules or ions with the total composition C21H37Cl9O7 at a distorted geometry. Source: OMol25; level of theory: ωB97M-V/def2-TZVPD.

Positions of all 74 atoms, in Å:
1 C -13.63 3.45 20.00
2 C -20.09 6.11 14.94
3 H -18.94 0.32 19.11
4 O -17.12 -0.45 18.41
5 H -18.91 11.90 19.37
6 Cl -15.20 2.67 19.94
7 H -18.83 0.80 16.51
8 H -18.61 4.79 15.61
9 C -17.74 -1.62 17.92
10 H -16.18 8.19 14.04
11 H -19.50 9.31 13.58
12 O -18.72 11.53 16.49
13 H -13.22 7.80 16.30
14 H -12.58 8.26 12.36
15 C -19.30 11.03 18.83
16 H -17.09 -3.52 17.06
17 H -13.89 9.33 12.15
18 C -14.26 7.24 11.52
19 H -18.14 4.66 21.55
20 C -17.83 12.59 16.87
21 C -17.72 6.60 14.83
22 C -13.68 8.29 12.43
23 C -19.76 11.37 17.41
24 C -13.96 8.58 16.07
25 C -13.70 9.06 14.67
26 H -20.41 10.55 17.08
27 H -20.40 12.27 17.42
28 H -17.55 1.34 19.28
29 Cl -17.52 4.66 18.23
30 H -19.02 2.23 17.53
31 H -16.19 13.71 16.00
32 H -16.24 -3.21 18.52
33 H -15.84 -2.29 17.06
34 H -13.66 4.25 20.74
35 Cl -19.70 3.30 20.46
36 C -20.43 7.49 14.42
37 H -16.26 12.03 15.48
38 H -14.25 7.57 10.47
39 H -18.40 -2.03 18.70
40 H -17.44 1.88 16.91
41 H -15.32 7.07 11.71
42 C -16.91 6.19 18.81
43 C -19.32 8.34 14.02
44 H -18.46 10.33 18.78
45 H -18.30 -1.44 17.00
46 H -13.71 6.31 11.59
47 C -18.85 5.74 15.14
48 C -16.87 12.90 15.71
49 H -21.87 5.87 15.44
50 O -17.02 8.69 13.86
51 H -14.30 9.96 14.42
52 Cl -18.15 7.39 19.04
53 O -21.60 7.83 14.40
54 H -18.43 13.50 17.07
55 H -13.70 9.37 16.79
56 H -20.09 10.59 19.43
57 O -21.11 5.31 15.19
58 Cl -12.40 2.30 20.55
59 C -18.02 0.64 18.58
60 H -17.44 13.20 14.83
61 C -18.35 1.39 17.28
62 Cl -18.12 2.71 22.83
63 C -18.92 3.98 21.87
64 Cl -13.21 4.16 18.45
65 Cl -16.07 5.91 20.38
66 H -14.96 8.22 16.25
67 H -16.09 6.55 18.20
68 H -17.21 12.34 17.75
69 H -12.64 9.31 14.57
70 Cl -20.06 4.85 22.90
71 O -16.58 6.29 15.02
72 C -16.67 -2.69 17.65
73 O -14.07 8.01 13.77
74 C -18.05 7.94 14.22

Calculated values
- SMILES: O=C1C=C(O)C(=O)C=C1O.ClC(Cl)Cl.ClC(Cl)Cl.ClC(Cl)Cl.CCOCC.CCOCC.CCOCC
- Relative energy (zero: lowest compared OMol25 entry of this formula, charge and spin): 0.000 eV
- Highest occupied orbital energy: -9.5 eV
- Spin multiplicity: 1

=====

6.
C21H37ClN3O6P in the gas phase at a distorted geometry. Source: OMol25; level of theory: ωB97M-V/def2-TZVPD.

Positions of all 69 atoms, in Å:
1 H 2.02 -4.16 0.57
2 C 0.04 -0.04 1.37
3 H 3.53 -1.60 -0.01
4 C 2.32 -0.36 2.24
5 H 3.61 -4.41 2.21
6 C -1.05 0.12 -1.66
7 H 2.82 -0.77 3.11
8 H -6.81 -1.74 -0.57
9 H -3.72 -0.02 -1.11
10 H 0.69 -0.47 -2.71
11 H 2.81 1.09 -3.33
12 Cl -2.46 2.10 2.08
13 H 0.93 -0.46 -0.99
14 H 0.66 -2.19 0.09
15 C -3.97 -0.76 1.73
16 N -2.56 -1.70 -1.57
17 H 4.21 -3.23 -0.16
18 O -1.09 2.82 -0.27
19 C 3.43 4.46 -0.59
20 N -3.68 -1.48 0.49
21 O 4.59 4.54 -0.28
22 H -1.47 0.99 -2.19
23 C 2.35 5.17 0.19
24 H -3.26 -2.14 -2.16
25 O -1.07 -0.64 0.74
26 H 0.60 0.61 0.69
27 H -6.09 -0.62 1.90
28 C 1.21 1.44 -1.90
29 H -5.16 0.68 2.69
30 C 1.04 -2.38 1.09
31 C -5.81 -1.55 -0.96
32 H 3.81 -2.70 2.48
33 O -3.24 -0.89 2.66
34 C -1.74 0.08 -0.25
35 C 3.62 2.33 -1.74
36 H -5.72 -2.00 -1.95
37 H -5.36 0.69 0.94
38 H 2.82 -2.75 -1.11
39 H 4.51 2.40 -2.37
40 H 1.18 1.92 -0.92
41 H -0.39 2.75 0.40
42 H 2.05 4.53 1.02
43 C 3.07 -3.47 2.27
44 O -5.01 -3.33 0.37
45 H 3.00 0.30 -1.75
46 C 3.29 -2.65 -0.13
47 C 1.00 -1.09 1.95
48 H 3.96 2.09 -0.74
49 H 0.31 -3.07 1.53
50 N 2.95 3.65 -1.67
51 H 3.00 -0.34 1.40
52 P -2.37 1.88 0.03
53 O -1.33 -1.46 -3.50
54 H 2.37 -3.50 3.11
55 C 0.48 0.10 -1.80
56 H 0.73 2.09 -2.62
57 H -0.28 0.59 2.20
58 C -5.24 0.05 1.81
59 H 2.76 6.10 0.58
60 H 2.10 0.68 2.50
61 H 1.49 5.38 -0.44
62 H 0.58 -1.37 2.92
63 C -3.05 -0.73 -0.60
64 H 3.11 4.17 -2.53
65 H -5.68 -0.47 -1.06
66 C 2.69 1.22 -2.25
67 C -4.84 -2.20 0.00
68 C -1.63 -1.08 -2.39
69 C 2.34 -3.18 0.95

Calculated values
- SMILES: CC(=O)NCCCC[C@H]1C(=O)N[C@@H](N(C(C)=O)C(C)=O)[C@]1(OC[C@H](C)CC(C)C)P(O)Cl
- Highest occupied orbital energy: -9.2 eV
- Spin multiplicity: 1

=====

- Look up the spin multiplicity of the third one.
  3